(1)
The following is a quantum chemistry calculation of a structure of composition C16H44AsF6N4NiO4 in a non-equilibrium geometry, from the OMol25 dataset.

Kohn-Sham gap (spin up / spin down): 9.902 / 9.917 eV
⟨S²⟩: 2.00
charge: +1
strongest force on any atom: 0.0353 Eh/bohr
2S+1: 3
energy relative to the best compared isomer or geometry (same formula, charge and spin): 37.7 kJ/mol
E_HOMO (spin up / spin down): -12.28 / -12.29 eV
E_LUMO (spin up / spin down): -2.38 / -2.38 eV

Geometry (Å):
Ni: -3.15388 22.31315 1.75636
As: -3.69224 18.69277 0.77267
F: -4.75037 18.96260 -0.53041
F: -3.65504 17.01919 0.55933
F: -2.60519 18.62945 2.13945
F: -3.72732 20.46433 1.03128
F: -5.04156 18.60892 1.84388
F: -2.34115 18.91849 -0.25267
C: -0.40669 20.94486 4.81718
C: -1.09466 21.74464 3.72572
C: -0.28344 21.79306 2.44051
O: -1.11272 21.88175 1.27990
C: -0.35068 21.56893 0.10838
N: -2.46893 21.24868 3.41939
H: -0.97055 20.95266 5.75390
H: 0.61926 21.25512 5.01851
H: -0.34330 19.87240 4.57275
H: -1.16854 22.76762 4.11246
H: 0.39076 20.93099 2.36882
H: 0.38182 22.66670 2.47037
H: -0.95259 21.67594 -0.78326
H: -0.02831 20.52128 0.16513
H: 0.57642 22.15061 0.08210
H: -2.38699 20.23021 3.25755
H: -3.00818 21.18267 4.29043
C: -7.58345 22.00510 2.35845
C: -6.34843 22.71737 1.81281
C: -6.57837 24.20007 2.00074
O: -5.32232 24.87754 2.07092
C: -5.51947 26.28915 2.17062
N: -5.14205 22.23463 2.53401
H: -7.54260 20.93640 2.10731
H: -8.52389 22.40986 1.99537
H: -7.56633 21.98501 3.45672
H: -6.32643 22.39481 0.77625
H: -7.14668 24.40392 2.91377
H: -7.08230 24.61098 1.11652
H: -5.91688 26.66812 1.22245
H: -4.54257 26.73413 2.34038
H: -6.20203 26.52817 2.98729
H: -5.35717 21.23740 2.65804
H: -5.17637 22.55626 3.50554
C: -5.45845 23.80069 -1.36295
C: -4.69459 22.50780 -1.18438
C: -4.19977 22.01858 -2.54118
O: -3.19887 21.06287 -2.31838
C: -2.88052 20.24850 -3.41096
N: -3.47279 22.74723 -0.31045
H: -5.45423 24.40102 -0.44475
H: -6.50966 23.66000 -1.62478
H: -5.03188 24.44327 -2.14056
H: -5.33089 21.76302 -0.71521
H: -3.81939 22.90182 -3.09115
H: -5.04393 21.62767 -3.12593
H: -3.32827 19.26167 -3.27271
H: -1.80084 20.11230 -3.46495
H: -3.22425 20.69225 -4.34833
H: -2.72234 22.32378 -0.86987
H: -3.20106 23.72990 -0.41724
C: -1.83484 25.74770 0.43477
C: -1.65008 25.22767 1.84319
C: -1.47575 26.31643 2.87128
O: -1.13701 25.65411 4.06763
C: -1.30892 26.47334 5.20132
N: -2.72120 24.27308 2.26490
H: -2.84451 26.13710 0.26071
H: -1.59824 24.98350 -0.29939
H: -1.18258 26.61124 0.28690
H: -0.71319 24.65976 1.81918
H: -2.41910 26.85697 3.05338
H: -0.68125 26.99673 2.54702
H: -1.00203 25.92558 6.08556
H: -2.36171 26.77626 5.31338
H: -0.71607 27.39313 5.13316
H: -2.65053 24.30716 3.29669
H: -3.65815 24.71622 2.20059

Force components x, y, z for each atom (eV/Å):
Ni -0.3 -0.5 -0.7
As 0.1 -0.2 0.2
F -0.5 0.1 -0.6
F 0.0 -0.5 0.0
F 0.1 0.0 0.2
F -0.1 0.2 0.0
F -0.1 0.1 0.3
F 0.5 0.2 -0.2
C 0.1 -1.1 0.1
C -0.3 0.3 0.6
C 0.6 0.1 -0.1
O 0.4 0.1 0.1
C 0.5 -0.8 0.3
N 0.4 -0.8 1.1
H 0.1 0.4 0.0
H -0.1 0.3 0.0
H 0.0 0.3 -0.3
H -0.3 0.0 -0.2
H -0.4 -0.2 -0.1
H -0.1 0.0 0.0
H -0.1 0.2 0.0
H -0.3 0.1 0.0
H -0.3 0.4 -0.1
H 0.0 0.4 -0.8
H 0.2 0.7 -0.1
C 0.2 -1.1 0.6
C -1.1 -0.3 0.7
C 0.9 0.4 -0.7
O -0.7 0.5 0.3
C 0.0 -0.3 -0.4
N -0.5 -0.4 0.1
H -0.1 0.2 -0.3
H 0.0 0.1 0.0
H -0.2 0.5 -0.1
H 0.7 0.5 -0.1
H -0.1 0.0 0.0
H -0.5 -0.2 0.3
H -0.1 0.1 0.1
H 0.0 0.1 0.1
H 0.0 0.1 0.0
H 0.6 0.0 -0.3
H -0.1 0.4 -0.3
C -0.4 0.8 0.2
C 0.6 0.4 0.1
C -0.4 0.1 0.0
O 0.0 0.6 0.5
C 0.1 -0.6 -0.5
N 0.2 0.8 -1.0
H 0.0 -0.2 0.0
H 0.1 -0.2 -0.1
H 0.1 -0.2 0.0
H 0.3 -0.3 0.0
H 0.2 -0.3 0.0
H 0.1 -0.1 0.1
H -0.1 0.0 -0.1
H 0.0 0.1 0.1
H 0.0 -0.1 0.0
H -0.2 -0.6 0.7
H -0.6 0.0 0.1
C -0.4 0.6 0.1
C 0.2 -0.9 -0.5
C -0.2 -0.3 0.2
O 0.2 -0.1 0.2
C -0.2 0.5 0.2
N -0.3 1.0 1.5
H 0.0 -0.2 0.0
H 0.0 0.0 -0.1
H 0.2 -0.2 -0.2
H 0.0 0.0 0.3
H 0.2 0.2 -0.3
H -0.1 0.2 0.1
H 0.0 -0.1 0.0
H 0.1 -0.1 0.0
H 0.1 -0.1 0.0
H 0.4 -0.5 -0.4
H 0.6 -0.3 -0.7



(2)
The following is a quantum chemistry calculation of an isolated molecule of C5H11NOS in a non-equilibrium geometry, from the OMol25 dataset.

Kohn-Sham gap: 9.588 eV
strongest force on any atom: 0.0392 Eh/bohr
2S+1: 1
energy relative to the best compared isomer or geometry (same formula, charge and spin): 259.3 kJ/mol
E_HOMO: -8.85 eV
SMILES: CN1C[C@]1(CO)CS
E_LUMO: 0.74 eV

Geometry (Å):
C: -1.02007 1.75366 -0.49020
C: 0.18063 0.51829 1.30367
C: 0.27444 -0.33803 0.09143
C: 1.62715 -0.98390 -0.18978
C: -0.93231 -1.18050 -0.40188
H: -0.97186 1.85349 -1.54869
H: -1.89801 1.10025 -0.28409
H: -1.24193 2.72418 -0.09263
H: 1.06853 0.64179 1.87988
H: -0.81118 0.63392 1.81355
H: 1.82288 -1.84000 0.47833
H: 1.68765 -1.33132 -1.19315
H: 2.90389 0.86563 -0.93054
H: -1.09495 -0.92057 -1.47986
H: -0.71348 -2.28286 -0.31694
H: -2.05891 -1.35526 1.12551
N: 0.22515 1.12807 -0.04268
O: -2.16938 -0.97085 0.22972
S: 3.12175 -0.01599 0.04836

Force components x, y, z for each atom (eV/Å):
C -0.8 -1.8 0.1
C -1.7 0.3 -0.6
C -0.7 0.2 0.3
C 0.1 -0.1 0.5
C 0.7 -0.6 -0.9
H 0.1 0.2 -1.0
H 0.4 0.6 0.0
H 0.5 0.5 0.6
H 0.4 0.2 0.5
H 1.1 -0.3 -0.4
H -0.5 0.2 -0.3
H -0.2 -0.5 -0.9
H 0.0 0.1 0.0
H 0.2 -0.4 0.8
H 0.3 1.0 -0.3
H -0.4 0.4 -0.7
N 0.4 0.0 0.7
O 0.1 -0.3 1.3
S 0.2 0.4 0.2



(3)
The following is a quantum chemistry calculation of an isolated molecule of C4H8OS in a non-equilibrium geometry, from the OMol25 dataset.

Kohn-Sham gap: 9.376 eV
strongest force on any atom: 0.0327 Eh/bohr
2S+1: 1
energy relative to the best compared isomer or geometry (same formula, charge and spin): 21.8 kJ/mol
E_HOMO: -8.51 eV
SMILES: O[C@H]1CCSC1
E_LUMO: 0.86 eV

Geometry (Å):
C: 0.70942 -0.35395 0.41125
C: 0.08383 0.91724 -0.23210
C: -1.38263 0.91729 0.10798
C: -0.14930 -1.42647 -0.15023
H: 2.50690 0.23609 0.06429
H: 0.60954 -0.33303 1.50490
H: 0.62497 1.81267 0.03178
H: 0.22521 0.76313 -1.29766
H: -1.97156 1.45455 -0.64222
H: -1.54498 1.27300 1.11812
H: -0.00414 -2.37277 0.32564
H: 0.13126 -1.47393 -1.20556
O: 1.99625 -0.56824 -0.05049
S: -1.83477 -0.84557 0.01429

Force components x, y, z for each atom (eV/Å):
C -1.0 1.3 -0.2
C 0.7 -0.7 0.2
C 0.1 -0.1 -0.4
C -0.1 -0.1 -0.8
H 0.2 0.0 0.1
H 0.3 0.1 0.0
H 0.0 0.5 0.3
H 0.0 0.1 -0.3
H 0.0 0.1 0.4
H -0.3 0.2 0.0
H -0.1 -0.6 0.3
H -0.1 -0.4 0.1
O 1.2 -0.2 0.0
S -0.9 -0.3 0.2



(4)
The following is a quantum chemistry calculation of a cluster of 40 separate species, H80O40 in total in a non-equilibrium geometry, from the OMol25 dataset.

Kohn-Sham gap: 9.577 eV
strongest force on any atom: 0.0515 Eh/bohr
2S+1: 1
energy relative to the best compared isomer or geometry (same formula, charge and spin): 740.4 kJ/mol
E_HOMO: -10.13 eV
E_LUMO: -0.55 eV

Geometry (Å):
H: -5.87069 0.34341 3.44725
H: -5.46222 -1.25718 3.42738
O: -5.36817 -0.38603 3.80633
H: 1.65697 1.93576 -2.69844
H: 2.97915 1.69747 -3.53241
O: 2.32536 2.33966 -3.26081
H: 1.59053 3.62506 0.96652
H: 1.65743 4.10686 2.35964
O: 1.26447 4.37508 1.52179
H: -3.17080 -3.93975 -4.34455
H: -3.55198 -2.87333 -5.24320
O: -2.79168 -3.43398 -5.07510
H: -4.63653 -5.23955 0.54978
H: -3.78307 -4.16827 -0.10379
O: -4.67258 -4.35099 0.17992
H: -1.26974 -1.80018 4.07887
O: -1.63498 -2.61932 3.71541
H: 2.91186 -0.34137 -1.14952
O: 3.33315 -0.53260 -0.30702
H: 3.36552 2.50574 3.73521
H: 4.02875 1.86719 2.59067
O: 3.57986 2.68533 2.81518
H: 5.69977 0.24567 2.02383
H: 5.88178 0.32408 3.55643
O: 5.24991 0.16180 2.85033
H: -0.42689 -1.50083 -3.89185
H: -0.09672 -0.35167 -2.83003
O: -0.51358 -1.21135 -2.99195
H: -3.86538 -0.50484 1.66553
H: -3.73330 -0.15638 0.13937
O: -4.00267 0.16741 1.00006
H: 3.62128 -0.29099 5.21091
O: 3.20947 0.54500 4.92399
H: 5.79915 2.40843 1.84236
H: 6.15545 2.62650 0.33194
O: 6.14484 1.98777 1.04913
H: 2.37368 0.60529 3.10134
H: 0.98590 0.83912 3.57276
O: 1.46126 0.43037 2.83857
H: -2.61375 0.30129 2.35056
H: -3.51154 1.29218 2.77069
O: -2.71113 0.89063 3.12100
H: -3.22382 1.43052 -0.81781
H: -4.16872 2.51373 -0.42421
O: -3.64253 2.21766 -1.17917
H: 6.73907 -0.46043 0.79693
H: 5.52300 -1.28486 0.59767
O: 6.47379 -1.38308 0.69641
H: -2.93782 -2.65111 0.25568
H: -2.70647 -1.65222 -1.06091
O: -3.27330 -2.16402 -0.50086
H: -1.27748 -4.24551 0.89087
O: -1.76503 -3.48150 1.20076
H: -1.36059 -1.64534 -5.24256
H: -2.34794 -1.05827 -6.27821
O: -1.79746 -0.84078 -5.52503
H: 1.96603 1.47617 1.27784
O: 1.31613 1.96039 0.72811
H: -0.30667 -2.27915 -1.77866
H: -0.41212 -3.04762 -0.26914
O: -0.01710 -2.96805 -1.13517
H: 0.77835 -5.66702 -0.87730
H: -0.38883 -5.89763 -1.64092
O: 0.04481 -6.29574 -0.87294
H: 0.04154 0.16069 1.05404
H: -1.19884 0.82767 0.54929
O: -0.80225 -0.05062 0.62474
H: -0.39933 2.03440 -2.44264
H: -0.62988 1.02972 -1.20718
O: -0.15094 1.17983 -2.02584
H: -4.39232 -3.76873 3.21058
H: -4.91777 -3.20876 2.07661
O: -4.12173 -3.04617 2.61853
H: 1.12895 5.27946 -2.41852
H: 0.41797 5.62273 -3.72456
O: 1.10289 5.93167 -3.12415
H: 1.97841 -2.19666 -4.36127
H: 1.87365 -1.43245 -5.53725
O: 1.43070 -1.46392 -4.67379
H: 2.09634 -3.25776 1.51957
H: 2.99468 -3.64809 0.23924
O: 2.73346 -3.85701 1.13412
H: 3.43759 -1.68600 3.29573
H: 2.64606 -2.42341 4.18345
O: 3.55672 -2.13692 4.14279
H: -0.46857 3.00702 2.87065
H: -0.93436 1.78682 3.63532
O: -0.82314 2.73750 3.70941
H: -0.81724 1.00555 -4.52523
O: -0.61918 1.72922 -5.11336
H: -0.89784 4.46547 -5.44755
H: -0.64354 3.25498 -4.77489
O: -0.63322 4.25047 -4.54143
H: -1.35898 -2.86003 1.82017
H: -1.84788 -3.01772 4.57199
H: 1.85509 1.99811 -0.07568
H: 4.15495 -0.97642 -0.53205
H: 2.91095 0.85127 5.79042
H: -0.75137 1.35452 -5.98948
O: 3.80697 4.48669 -0.86936
H: 3.63974 4.04972 -0.04132
H: 3.40079 4.06529 -1.62533
O: 1.38309 -4.07279 -3.57376
H: 0.47390 -4.40426 -3.56780
H: 1.30240 -3.46640 -2.82218
O: -2.11237 -4.16165 -2.15593
H: -1.77454 -3.60622 -1.43140
H: -2.55543 -4.84187 -1.63306
O: -0.81640 6.10403 0.86407
H: -1.47084 5.56706 1.30801
H: 0.05420 5.68905 0.94277
O: -1.16096 3.53857 -2.21242
H: -2.08771 3.63443 -1.99447
H: -0.91100 4.26744 -2.80845
O: -3.16930 -0.51421 5.78284
H: -3.59592 -0.01650 5.07159
H: -2.50446 -0.86141 5.17766
O: -1.62265 2.87785 0.40060
H: -2.23968 3.20947 -0.24272
H: -0.79491 3.05464 -0.05658

Force components x, y, z for each atom (eV/Å):
H -0.5 -0.6 -0.6
H -0.4 0.1 -0.6
O 0.9 0.6 1.2
H 0.0 -0.6 -0.1
H -0.1 -0.4 0.1
O 0.1 0.9 0.2
H -0.8 0.8 0.6
H 0.0 0.4 0.2
O 0.7 -0.4 -0.2
H 0.7 -0.3 0.3
H 0.0 0.5 -0.4
O -0.6 -0.2 0.2
H 0.0 0.0 0.0
H 0.3 0.3 -0.2
O -0.8 -0.7 0.1
H 0.3 0.2 -0.7
O 0.6 0.7 1.3
H -0.1 -0.1 -0.1
O 0.0 0.1 0.3
H 0.0 0.2 0.3
H 0.4 -0.5 -0.2
O -0.1 0.2 -0.1
H 0.6 0.2 -0.5
H 0.1 -0.1 -0.1
O -1.2 0.1 1.0
H 0.7 0.2 -0.1
H 0.0 0.2 -0.2
O -1.0 -0.6 1.1
H -0.3 -0.9 -0.3
H -0.2 -1.1 0.2
O -0.5 1.2 -0.3
H 0.0 -0.2 -0.9
O 0.3 -0.1 1.4
H 0.0 0.4 -0.2
H -0.1 0.2 0.1
O 0.2 -0.5 -0.1
H 0.0 -0.3 0.2
H -0.1 0.1 -0.1
O -0.1 -0.3 0.1
H 1.0 0.2 0.6
H -0.1 0.7 0.6
O 0.0 -0.9 -0.6
H 0.2 0.1 -0.1
H -0.2 -0.1 -0.1
O -0.4 0.2 -0.1
H 0.5 -0.1 -0.3
H -0.1 -0.4 0.3
O -0.1 0.4 -0.2
H 1.3 0.6 0.2
H 1.2 -0.1 0.1
O -2.4 0.4 -0.6
H 0.7 -0.1 0.7
O -0.6 0.0 -0.9
H -0.5 -0.5 -0.5
H 0.0 -0.3 -0.1
O 0.1 0.9 -0.1
H -0.9 0.2 0.4
O 1.5 -0.8 -1.0
H -0.3 0.4 0.6
H -0.3 1.0 0.1
O 1.4 -0.8 -0.4
H 0.5 -0.2 0.6
H -0.6 -0.4 -0.1
O 0.1 0.9 -0.5
H 0.1 -0.1 -0.1
H -0.3 0.4 0.4
O -0.1 -0.1 0.0
H -0.6 -0.1 0.8
H 0.0 0.2 0.1
O 1.1 -0.2 -0.9
H 1.1 0.2 0.7
H 0.6 0.7 -1.0
O -2.1 -0.7 0.4
H 0.0 0.1 0.0
H 0.1 -0.2 -0.2
O 0.1 0.3 0.2
H -0.6 -0.5 0.8
H -0.6 0.7 -0.2
O 1.4 -0.2 -1.1
H -0.1 0.5 -0.7
H -0.5 0.6 -0.1
O 0.4 -1.0 0.7
H 1.1 0.3 -0.2
H -0.5 -0.7 0.9
O -0.4 0.3 -0.6
H 0.2 0.3 -0.9
H -0.7 0.1 -0.2
O 0.6 0.0 1.0
H -0.3 -0.5 0.4
O 0.2 0.0 -0.5
H 0.0 1.2 0.2
H 0.4 0.9 1.4
O -0.4 -1.4 -2.2
H 0.3 -0.8 0.3
H -0.3 -0.7 -0.4
H -0.5 0.0 -0.6
H 0.0 0.0 -0.3
H -0.3 0.5 -0.2
H 0.0 -0.1 0.0
O 0.8 0.9 -0.2
H -0.5 -0.4 0.2
H -0.3 -0.5 0.0
O -0.3 0.1 0.5
H 0.1 -0.2 -0.4
H 0.2 -0.1 0.2
O -0.3 -0.8 0.5
H 0.2 0.1 -0.8
H -0.3 -0.3 -0.5
O -0.1 0.8 -0.6
H 0.3 -0.4 0.2
H -0.3 -0.3 0.4
O 0.6 0.4 0.3
H -0.4 0.0 -0.4
H -0.5 -0.3 0.0
O 0.4 -0.1 -0.7
H -0.9 0.4 0.3
H 0.3 -0.3 0.5
O 0.7 -0.5 0.7
H -0.6 0.1 -0.1
H 0.4 0.2 0.2